# 1
This record from the Open Molecules 2025 dataset describes C28H29N10OTi as an isolated structure. The level of theory is ωB97M-V with the def2-TZVPD basis set.

```
69
Properties=species:S:1:pos:R:3:forces:R:3
Ti -0.325348 -0.163338 0.329930 0.59 -0.61 0.12
C -1.727765 -3.473887 -2.191510 0.12 -0.05 0.03
C -2.044194 -2.923031 -3.438150 -0.01 -0.03 0.03
C -1.826517 -1.586713 -3.638453 0.01 0.04 -0.01
C -1.316603 -0.781427 -2.599444 0.01 0.33 -0.29
N -1.036031 -1.311512 -1.399661 0.04 -0.06 0.14
C -1.216026 -2.641667 -1.231005 -0.07 0.14 0.00
N -1.172356 0.555857 -2.922351 -0.14 -0.37 -0.02
C -0.689563 1.479864 -2.171272 0.13 0.48 0.02
N -0.125929 1.423517 -0.912798 -0.27 0.00 0.07
C 0.106387 2.707111 -0.460085 -0.09 0.16 -0.42
N 0.499169 3.139405 0.683254 0.05 -0.04 0.36
C 0.743887 2.384852 1.816459 0.05 0.37 -0.17
C 1.187630 3.122065 2.932872 -0.01 0.05 -0.05
C 1.437920 2.496678 4.124422 -0.01 -0.07 0.04
C 1.274909 1.108914 4.200579 0.11 -0.04 -0.07
C 0.867808 0.449328 3.071449 -0.12 0.01 -0.07
N 0.564700 1.059140 1.903736 -0.04 -0.10 0.03
C -0.232434 3.654400 -1.554439 0.11 -0.02 0.23
C -0.168738 5.033894 -1.617494 0.01 -0.01 -0.02
C -0.607530 5.634400 -2.790323 0.00 0.00 -0.02
C -1.101199 4.872926 -3.851731 0.01 0.01 0.01
C -1.170556 3.488067 -3.771222 0.03 0.04 0.00
C -0.719890 2.902910 -2.602813 -0.05 -0.30 -0.09
H -1.858698 -4.524903 -1.976937 -0.02 -0.01 -0.04
H -2.449057 -3.538835 -4.230072 0.00 -0.01 0.00
H -2.043526 -1.099781 -4.577699 0.00 -0.01 0.00
H -0.928009 -3.018259 -0.256473 -0.06 -0.05 0.00
H 1.304704 4.188109 2.805135 0.00 0.00 0.01
H 1.761577 3.064114 4.986675 0.01 0.00 0.00
H 1.479117 0.551514 5.103290 0.02 0.05 0.03
H 0.756076 -0.628657 3.060735 -0.03 0.00 0.08
H 0.206056 5.610545 -0.782991 0.00 0.01 0.00
H -0.573618 6.711543 -2.887611 0.00 0.00 0.01
H -1.438668 5.377388 -4.747574 0.00 -0.01 -0.01
H -1.560287 2.885793 -4.580271 0.00 0.00 0.00
C -4.279493 -3.062299 3.875458 0.02 0.06 0.04
N -3.383650 -2.164985 3.172475 0.03 -0.06 -0.02
C -3.829636 -0.981927 2.449821 0.04 -0.04 0.03
C -2.567214 -0.637599 1.693629 0.06 0.04 0.00
O -2.369495 0.314852 0.946624 -0.23 0.05 0.06
N -1.595363 -1.557505 1.938272 -0.04 -0.03 -0.04
C -2.134014 -2.449455 2.775396 0.06 0.03 -0.05
N -1.468003 -3.540381 3.156346 0.07 -0.02 0.07
H -5.051671 -2.472930 4.364069 -0.02 -0.01 -0.03
H -3.744048 -3.593312 4.661040 -0.01 -0.02 -0.01
H -4.745410 -3.779510 3.197203 -0.02 -0.01 0.02
H -4.127260 -0.172926 3.117527 -0.02 -0.01 0.00
H -4.647847 -1.207313 1.762122 0.00 0.02 0.00
H -0.501126 -3.613065 2.889851 -0.01 0.02 -0.03
H -1.802911 -4.158078 3.873415 -0.08 0.02 -0.03
N 1.562069 -1.293864 0.161945 -0.24 -0.01 0.04
C 2.563750 -1.574979 -0.354613 -0.03 0.09 0.01
N 3.683132 -1.889399 -0.931700 0.02 -0.07 -0.01
C 3.697570 -2.650859 -2.194622 -0.04 0.14 0.05
C 4.525044 -3.919221 -2.016087 -0.03 -0.05 -0.04
C 5.745946 -3.667221 -1.109584 0.02 -0.06 0.02
C 6.104119 -2.186860 -1.048461 0.06 0.08 0.00
C 4.973588 -1.389497 -0.407871 -0.09 0.00 -0.01
H 4.114661 -2.001422 -2.966881 0.02 -0.04 -0.01
H 2.665016 -2.855453 -2.471278 0.02 -0.06 -0.01
H 4.836831 -4.268651 -3.001610 0.01 0.03 0.00
H 3.899509 -4.704743 -1.590102 0.01 0.00 0.00
H 6.599334 -4.246863 -1.458991 0.00 0.00 0.00
H 5.533173 -4.017585 -0.096350 -0.02 0.02 0.00
H 6.317755 -1.802879 -2.048573 -0.02 -0.02 -0.01
H 7.008619 -2.025276 -0.461869 -0.01 -0.02 0.00
H 5.061260 -0.321252 -0.615434 0.03 0.00 0.01
H 4.967771 -1.533012 0.673567 0.03 0.00 0.00
```
Positions in Å, forces in eV/Å.

Results
- E_HOMO (alpha / beta) (Ha) = -0.29649 / -0.36901
- expectation value of S² = 2.01
- frontier orbital gap (alpha / beta) (eV) = 5.861 / 7.603
- LUMO level (alpha / beta) (eV) = -2.207 / -2.439
- 2S+1 = 3
- relative energy (zero: lowest compared OMol25 entry of this formula, charge and spin) (kJ/mol) = 0.0
- total charge = +1

# 2
This record from the Open Molecules 2025 dataset describes one molecule with the formula C7H9FO4 at a distorted geometry. The level of theory is ωB97M-V with the def2-TZVPD basis set.

```
21
Properties=species:S:1:pos:R:3:forces:R:3
C -1.322636 -1.687105 -2.592208 1.55 -1.14 2.59
C -0.849998 -0.499445 -1.728377 -2.01 0.04 -1.30
O -0.536108 -0.807060 -0.365458 -1.47 0.65 0.44
C 0.675730 -1.070623 0.007179 1.11 -1.58 2.46
O 1.642791 -1.327214 -0.641182 -0.24 0.54 0.25
C 0.610467 -1.313641 1.870779 2.27 0.64 -3.12
F -0.587809 -0.901165 2.208945 -1.85 -0.42 0.74
C 1.129499 -2.726223 2.107804 -3.24 -0.76 -0.72
O 0.448196 -3.711092 2.189381 -0.20 0.07 0.18
C 1.660581 -0.474322 2.565097 -0.66 1.59 0.08
C 1.309252 0.927496 3.020769 1.55 0.32 -0.79
O 2.784063 -0.864233 2.671707 1.19 -0.35 0.13
H -0.706974 -2.584132 -2.491473 1.21 0.42 0.10
H -2.167982 -2.219525 -2.221810 -1.73 0.71 -0.17
H -1.242732 -1.458471 -3.606824 -0.67 0.56 -1.62
H -1.604330 0.349382 -1.845196 0.55 -1.28 1.18
H -0.025646 -0.058164 -2.175105 2.06 0.47 -0.78
H 2.165977 -2.733053 2.148174 2.17 -0.22 0.03
H 2.180862 1.485097 2.598659 -0.83 0.01 0.31
H 1.301884 1.158743 4.069531 0.19 -0.57 0.67
H 0.394939 1.296968 2.642616 -0.95 0.32 -0.68
```
Positions in Å, forces in eV/Å.

Results
- E_HOMO (Ha) = -0.35460
- frontier orbital gap (eV) = 9.776
- LUMO level (eV) = 0.127
- relative energy (zero: lowest compared OMol25 entry of this formula, charge and spin) (kJ/mol) = 96.6
- SMILES string = CCOC(=O)[C@@](F)(C=O)C(C)=O

no.,energy (a.u.)
1,-2556.63272
2,-672.86785